(1)
A cluster of 2 separate species, C4H5F2NS in total at a distorted geometry, computed with ωB97M-V/def2-TZVPD.

The geometry in XYZ format:
```
13
Properties=species:S:1:pos:R:3:forces:R:3:lowdin_spin:R:1
C -1.0052 2.0500 0.7611 -3.1110 0.3612 -2.5242 0.42
C -0.2578 1.8610 1.7795 -1.0222 1.8298 3.8802 0.43
C -0.6853 -1.6376 -0.7570 -1.4120 2.8413 0.2399 0.00
C 1.3944 -0.6461 -0.9561 0.2940 -4.6492 -1.3672 0.00
N -0.0416 -0.5971 -1.0091 -0.3447 -0.0384 0.2256 0.01
F 0.9393 1.5975 2.0703 3.6964 -1.6636 -0.0250 0.11
F -2.0471 -1.4822 -0.6517 0.9365 -0.6233 -0.3217 0.00
S -1.9888 1.5729 2.2547 0.1268 -0.3013 -0.6177 1.00
H -1.2701 2.1682 -0.2588 0.3048 -0.2368 -0.7160 0.02
H -0.3953 -2.6133 -0.4607 0.4729 -0.9664 0.0329 0.00
H 1.8860 -0.2586 -1.8784 -0.5682 -0.6032 0.5106 0.00
H 1.8574 -0.1714 -0.1543 0.1501 1.2367 1.6013 0.00
H 1.6141 -1.8431 -0.7394 0.4765 2.8132 -0.9187 0.00
```
Positions in Å, forces in eV/Å.

Properties
Energy relative to the best compared isomer or geometry (same formula, charge and spin) = 69.7 kcal per mole
Lowest unoccupied orbital energy (alpha / beta) = 0.03338 / -0.04945 Eh
Total charge = 0
Multiplicity = 3

---

(2)
A cluster of 2 separate species, C39H41N2OP in total at a distorted geometry, computed with ωB97M-V/def2-TZVPD.

The geometry in XYZ format:
```
84
Properties=species:S:1:pos:R:3:forces:R:3:lowdin_charge:R:1
O -2.6275 -0.7269 -3.8462 1.6751 0.6756 -0.0001 0.04
C -1.5177 -0.1872 -3.6723 -1.2823 -0.5464 -0.1595 -0.26
C -1.2969 1.2630 -3.9682 0.6707 0.1350 0.5915 -0.07
C -2.1828 1.9494 -4.9309 -0.4617 0.5321 -0.5410 -0.17
C -1.6995 2.9395 -5.8110 0.0788 -0.2204 0.1857 -0.04
C -2.5512 3.6090 -6.6915 -0.3490 -0.2461 0.2360 -0.09
C -3.9182 3.2873 -6.7123 0.0448 -0.1022 0.0963 -0.09
C -4.4243 2.2994 -5.8547 0.6207 0.3168 -0.1427 -0.07
C -3.5543 1.6498 -4.9822 -0.1096 -0.1265 0.1039 -0.03
C -0.3445 1.9186 -3.2294 -1.5718 0.2445 -0.0872 0.03
C 0.5206 1.2320 -2.3123 1.0029 0.9892 1.6473 -0.21
C 1.2379 1.8953 -1.2758 -1.0921 -0.0689 -2.8332 -0.01
C 2.5847 1.5718 -0.9197 1.5293 -0.7540 1.3492 -0.23
C 3.3654 0.5921 -1.6098 -0.6519 0.1531 0.2040 -0.03
C 4.5276 0.0722 -1.0560 -0.0028 0.4109 0.2400 -0.07
C 5.0374 0.6346 0.1238 -0.1093 0.0306 -0.0067 -0.07
C 4.3998 1.7278 0.7283 -0.0253 0.0340 -0.3054 -0.09
C 3.1803 2.1819 0.2268 -0.2323 -0.5552 -0.6062 -0.05
C 0.5559 -0.1934 -2.3906 -0.2449 -1.3276 -0.5779 0.00
C -0.3838 -0.9260 -3.0763 0.6812 0.8013 0.4618 -0.08
C -0.3564 -2.3988 -3.0117 0.1648 -0.7896 0.2262 -0.17
C 0.8769 -3.0870 -3.0307 -0.4563 0.1353 0.0979 -0.04
C 0.9434 -4.4511 -2.7547 -0.3639 0.0727 0.0021 -0.09
C -0.2361 -5.1619 -2.4903 -0.0872 0.1324 -0.0008 -0.09
C -1.4784 -4.5118 -2.5315 0.5669 0.0237 -0.1369 -0.08
C -1.5256 -3.1469 -2.8062 -0.1486 0.0727 0.1053 -0.03
H -0.6282 3.1495 -5.8179 -0.2657 0.0356 -0.0081 0.11
H -2.1528 4.3806 -7.3572 -0.1600 -0.3366 0.2253 0.10
H -4.5917 3.7967 -7.4032 0.2241 -0.0913 0.1726 0.10
H -5.4818 2.0246 -5.8507 0.3568 0.1822 -0.0908 0.10
H -3.9257 0.8709 -4.3276 -0.0370 0.2370 -0.1253 0.10
H -0.2827 3.0125 -3.2831 -0.0025 -0.4235 -0.0404 0.13
H 0.7886 2.8128 -0.8749 0.4355 -0.0599 -0.3527 0.12
H 3.0000 0.2014 -2.5630 0.1849 0.1694 0.3597 0.11
H 5.0352 -0.7661 -1.5447 -0.1245 0.4293 0.1822 0.11
H 5.9408 0.2222 0.5741 -0.1808 0.1686 -0.1662 0.10
H 4.8585 2.2243 1.5927 -0.2490 -0.3365 -0.3746 0.10
H 2.6262 2.9863 0.7142 0.1997 -0.1884 -0.0188 0.11
H 1.2833 -0.7209 -1.7743 -0.3414 0.0520 -0.0868 0.12
H 1.7786 -2.5308 -3.2701 -0.0176 -0.0712 0.1060 0.11
H 1.9161 -4.9505 -2.7350 -0.3904 0.1129 -0.0531 0.10
H -0.1882 -6.2245 -2.2561 0.0095 0.2172 -0.0663 0.10
H -2.4113 -5.0528 -2.3446 0.4209 0.1354 -0.0768 0.10
H -2.4764 -2.6243 -2.8476 0.2029 -0.2030 0.1118 0.10
C -2.5264 -1.5051 0.6748 -0.2815 -0.1674 -0.3136 -0.03
C -2.3990 -0.7525 1.9951 0.3913 0.0227 -0.0047 -0.62
C -3.2258 0.5231 1.9578 -0.3610 0.0628 -0.0515 -0.09
C -2.9701 -1.6185 3.1110 -0.2535 -0.1525 0.2702 -0.04
N -0.9897 -0.4122 2.2914 0.2933 -0.1164 -0.2650 -0.20
P -0.2185 1.1030 2.0797 -0.1497 0.4740 -0.3818 1.02
N 0.8408 0.7274 3.3734 0.3321 -0.1015 -0.3217 -0.20
C 1.4994 1.6720 4.3055 -0.2080 -0.3255 -0.3464 -0.62
C 1.4650 1.1180 5.7234 -0.0498 -0.0201 0.4202 -0.04
C 0.7315 2.9842 4.3215 0.0388 0.3275 0.2090 -0.09
C 2.9488 1.9165 3.9174 0.4788 0.2843 0.0602 -0.04
C 1.0088 -0.6684 3.4454 0.2201 -0.2171 0.0023 -0.22
C 2.0554 -1.3881 4.0194 -0.2129 -0.4000 -0.1729 -0.04
C 2.0218 -2.7936 3.9576 -0.3970 -0.0455 -0.1558 -0.09
C 0.9473 -3.4576 3.3355 0.2107 0.3429 0.2020 -0.09
C -0.1103 -2.7270 2.7635 0.4326 -0.0322 0.2011 -0.04
C -0.0671 -1.3349 2.8172 0.0949 -0.2270 -0.1012 -0.22
H -1.9831 -2.4559 0.6830 -0.0109 0.2327 -0.0320 0.07
H -3.5868 -1.7422 0.5200 0.1688 0.0202 -0.1071 0.09
H -2.1826 -0.9180 -0.1832 0.0321 -0.0094 0.1377 0.08
H -3.2175 1.0376 2.9227 0.1627 -0.0131 -0.0933 0.08
H -2.9063 1.2193 1.1805 0.0144 -0.0364 0.0116 0.06
H -4.2624 0.2351 1.7605 0.0704 0.1162 -0.0947 0.09
H -2.8813 -1.1047 4.0729 0.0074 -0.1065 -0.0576 0.10
H -4.0321 -1.7876 2.9019 0.1288 0.0278 0.0905 0.09
H -2.4911 -2.5962 3.1842 -0.1940 0.2528 0.0946 0.06
H 0.6239 0.9539 0.7653 -0.6580 -0.5173 1.6743 -0.03
H 2.0447 0.2007 5.8407 -0.2311 0.2427 0.0800 0.06
H 1.9002 1.8694 6.3918 -0.1139 -0.1175 -0.0374 0.09
H 0.4321 0.9314 6.0324 0.1264 -0.0471 0.0041 0.10
H 0.6960 3.4776 3.3485 0.0064 -0.0597 0.0125 0.06
H -0.2894 2.8475 4.6883 0.0468 -0.0723 -0.1727 0.08
H 1.2368 3.6502 5.0275 -0.0413 0.0459 -0.1377 0.09
H 3.0540 2.3597 2.9234 -0.1856 -0.0903 0.1836 0.05
H 3.3859 2.6093 4.6467 0.0418 -0.0572 -0.1378 0.09
H 3.5439 0.9982 3.9448 -0.1308 0.1311 -0.0955 0.08
H 2.8755 -0.8692 4.5203 -0.2503 -0.4201 -0.3627 0.09
H 2.8453 -3.3584 4.4072 -0.3802 0.1504 -0.2254 0.10
H 0.9155 -4.5514 3.2897 0.1032 0.4614 0.0517 0.10
H -0.9547 -3.2375 2.2960 0.5962 0.1044 0.1158 0.09
```
Positions in Å, forces in eV/Å.

Properties
Energy relative to the best compared isomer or geometry (same formula, charge and spin) = 0.0 kcal per mole
Lowest unoccupied orbital energy = -0.05628 Eh
Total charge = 0
SMILES string = O=C1C(c2ccccc2)=CC(=Cc2ccccc2)C=C1c1ccccc1.CC(C)(C)N1PN(C(C)(C)C)c2ccccc21
Multiplicity = 1

---

> energy relative to the best compared isomer or geometry (same formula, charge and spin) of number 1 (C4H5F2NS)?

69.7 kcal per mole